P:
{
  "formula": "C6H8S",
  "method": "wB97M-V/def2-TZVPD",
  "lumo_ev": 0.660,
  "smiles": "C1=C2C=C2CC1.S",
  "homo_lumo_gap_ev": 8.26,
  "species": ["C", "C", "C", "C", "C", "C", "H", "H", "H", "H", "H", "H", "S", "H", "H"],
  "coordinates": [[0.80861, -1.70108, 0.15610], [0.01437, -1.26964, 1.10105], [-0.90973, -0.38188, 1.68905], [0.10776, 0.17341, 0.96966], [1.04649, 0.73084, 0.00101], [1.64578, -0.58460, -0.47664], [1.10231, -2.75422, 0.10454], [-1.90344, -0.44520, 2.01858], [0.53354, 1.29588, -0.70363], [1.69583, 1.44594, 0.49225], [1.48488, -0.82886, -1.47004], [2.66268, -0.72916, -0.29171], [-3.07075, 2.32115, -1.13576], [-2.72301, 1.30952, -2.10524], [-2.49534, 1.41789, -0.34920]],
  "mulliken_charge": [-0.820, 0.404, -0.687, 0.236, -0.465, -0.528, 0.347, 0.377, 0.223, 0.260, 0.284, 0.388, -0.277, 0.167, 0.090]
}

---

Q:
{
  "formula": "C6H8S",
  "method": "wB97M-V/def2-TZVPD",
  "lumo_ev": [0.190, 0.188],
  "homo_lumo_gap_ev": [8.24, 8.24],
  "species": ["C", "C", "C", "C", "C", "C", "S", "H", "H", "H", "H", "H", "H", "H", "H"],
  "coordinates": [[2.05647, 1.67563, -0.43650], [-2.30395, -0.67136, -0.44885], [0.81877, 1.39632, 0.00458], [-1.02282, -0.57179, -0.88077], [0.74166, -1.40369, 1.17323], [0.13647, -0.79068, -0.08575], [1.59279, -1.75286, -0.43039], [2.42022, 2.68625, -0.57709], [2.80978, 0.92459, -0.46282], [-3.03837, -0.47169, -1.27232], [-2.68144, -1.00963, 0.43400], [-0.05302, 2.09530, 0.00892], [-0.81861, -0.53369, -1.98861], [1.39826, -0.71000, 1.77181], [0.52172, -2.34536, 1.68148]],
  "mulliken_charge": [-0.441, -0.791, -0.411, -0.139, -0.544, 0.231, -0.141, 0.284, 0.220, 0.214, 0.369, 0.307, 0.266, 0.254, 0.321]
}

---

Energies relative to the most stable structure are P 0.0137; Q 0.0000, reported in hartree.

---

P:
{
  "formula": "C5H8N4",
  "method": "wB97M-V/def2-TZVPD",
  "lumo_ev": -0.278,
  "smiles": "[H]/N=C\\N1C=N/C(=N/[H])CC1",
  "homo_lumo_gap_ev": 8.95,
  "species": ["H", "N", "C", "N", "C", "N", "C", "N", "H", "C", "C", "H", "H", "H", "H", "H", "H"],
  "coordinates": [[-2.47794, -1.45453, -0.77994], [-2.99535, -0.59254, -0.58914], [-2.23135, 0.47286, -0.12253], [-0.95283, 0.26970, 0.29059], [-0.09132, 1.38239, 0.28335], [1.17557, 1.29460, -0.12004], [1.80897, 0.07980, -0.13240], [2.95989, -0.24287, -0.67222], [2.81924, -1.33106, -0.52873], [1.05000, -0.91811, 0.65090], [-0.43606, -1.06506, 0.32286], [-2.72428, 1.40381, 0.28237], [-0.75180, 2.24536, 0.30026], [1.25748, -0.61807, 1.63423], [1.50998, -1.96482, 0.37934], [-0.39813, -1.56380, -0.65942], [-1.14690, -1.53050, 0.99452]],
  "mulliken_charge": [0.284, -0.701, 0.148, 0.058, 0.027, -0.551, 0.586, -0.737, 0.307, -0.780, -0.804, 0.275, 0.314, 0.275, 0.408, 0.327, 0.564]
}

---

Q:
{
  "formula": "C5H8N4",
  "method": "wB97M-V/def2-TZVPD",
  "lumo_ev": -0.233,
  "homo_lumo_gap_ev": 8.48,
  "species": ["C", "C", "C", "C", "C", "H", "H", "H", "H", "H", "H", "H", "H", "N", "N", "N", "N"],
  "coordinates": [[-0.82980, -0.05234, 0.98032], [-0.62774, 1.29314, 0.16425], [-1.09605, -0.71372, -0.41674], [0.18466, -1.26827, -0.91886], [0.98839, 1.31404, 0.12870], [-0.17822, -1.84940, 1.33118], [-0.20147, -0.47083, 2.69384], [-1.74957, -0.38453, 1.46550], [-1.00905, 2.24235, 0.34891], [-2.32457, 1.05236, -1.02777], [-2.16234, -1.25348, -0.51218], [0.15657, -2.07305, -1.42541], [1.44360, 2.37703, -0.01018], [0.27475, -0.79901, 1.55675], [-1.42609, 0.60931, -0.99082], [1.38468, -0.70759, -0.75370], [1.81071, 0.45766, -0.16794]],
  "mulliken_charge": [-0.404, -0.392, 0.055, -0.360, -0.090, 0.327, 0.358, 0.446, 0.514, 0.310, 0.319, 0.621, 0.322, -0.663, -0.591, -0.308, -0.464]
}

---

Energies relative to the most stable structure are P 0.0000; Q 0.1984, reported in hartree.

---

P:
{
  "formula": "C2H3N3OS",
  "method": "wB97M-V/def2-TZVPD",
  "lumo_ev": -0.092,
  "smiles": "[H]/N=c1\\cnon1S",
  "homo_lumo_gap_ev": 9.06,
  "species": ["H", "N", "C", "C", "N", "O", "N", "S", "H", "H"],
  "coordinates": [[-0.59226, 2.22448, 0.05490], [0.23317, 1.75546, -0.13675], [-0.11188, 0.51994, -0.14707], [-1.38917, -0.07953, -0.15932], [-1.32397, -1.40937, -0.09730], [-0.00481, -1.73018, -0.14285], [0.79337, -0.45652, -0.31390], [2.38976, -0.46875, -0.20122], [-2.36330, 0.31074, -0.15702], [2.36910, -0.66628, 1.30053]],
  "mulliken_charge": [0.214, -0.673, 0.676, -0.304, -0.258, -0.133, 0.013, -0.098, 0.400, 0.164]
}

---

Q:
{
  "formula": "C2H3N3OS",
  "method": "wB97M-V/def2-TZVPD",
  "lumo_ev": 0.589,
  "smiles": "NOc1nncs1",
  "homo_lumo_gap_ev": 10.47,
  "species": ["N", "O", "C", "N", "N", "C", "S", "H", "H", "H"],
  "coordinates": [[2.38857, 0.23952, 0.12472], [1.28471, 1.09614, -0.18493], [0.08653, 0.52554, -0.11281], [-0.01197, -0.78233, -0.13918], [-1.27105, -1.19898, -0.11656], [-2.13907, -0.30238, 0.00332], [-1.38911, 1.31667, 0.03704], [2.11336, -0.11088, 1.07490], [2.21892, -0.39743, -0.66056], [-3.28088, -0.38587, -0.02594]],
  "mulliken_charge": [-0.426, -0.316, 0.660, -0.209, -0.566, 0.027, -0.135, 0.306, 0.321, 0.338]
}

---

Energies relative to the most stable structure are P 0.0543; Q 0.0000, reported in hartree.

---

P:
{
  "formula": "C2H7S2",
  "method": "wB97M-V/def2-TZVPD",
  "lumo_ev": 3.821,
  "charge": -1,
  "homo_lumo_gap_ev": 6.92,
  "species": ["S", "H", "C", "C", "S", "H", "H", "H", "H", "H", "H"],
  "coordinates": [[2.21923, -0.47655, 0.69284], [2.09412, -0.94324, -0.56146], [-1.33926, -0.59041, -1.73517], [-1.05741, 0.71106, -0.98168], [-0.98699, 0.47711, 0.85368], [-2.01551, -1.22497, -1.16751], [-0.40626, -1.05229, -2.04061], [-1.93441, -0.35471, -2.63270], [-0.08642, 1.13496, -1.21720], [-1.83429, 1.46079, -1.11312], [0.52407, 0.23434, 0.73596]],
  "mulliken_charge": [-0.676, -0.016, -0.796, -0.592, -0.394, 0.283, 0.216, 0.272, 0.314, 0.281, 0.107]
}

---

Q:
{
  "formula": "C2H7S2",
  "method": "wB97M-V/def2-TZVPD",
  "lumo_ev": 3.398,
  "charge": -1,
  "homo_lumo_gap_ev": 5.48,
  "species": ["C", "S", "H", "H", "H", "H", "C", "S", "H", "H", "H"],
  "coordinates": [[1.61838, -0.28594, -0.35297], [1.28682, 1.23660, -1.20650], [2.70897, -0.50383, -0.30788], [1.10358, -1.18220, -0.78452], [1.52929, 0.07626, 0.68993], [-0.13281, 1.20736, -1.04620], [-1.68551, 0.11896, 0.57969], [-0.74425, -1.36755, 1.34215], [-1.56642, -0.05060, -0.44559], [-1.35899, 1.03110, 0.98215], [-2.75905, -0.28016, 0.54974]],
  "mulliken_charge": [-0.704, -0.284, 0.326, 0.250, 0.237, 0.099, -0.803, -0.733, 0.080, 0.297, 0.236]
}

---

R:
{
  "formula": "C2H7S2",
  "method": "wB97M-V/def2-TZVPD",
  "lumo_ev": 3.140,
  "charge": -1,
  "homo_lumo_gap_ev": 5.72,
  "species": ["S", "H", "C", "S", "C", "H", "H", "H", "H", "H", "H"],
  "coordinates": [[-3.30377, -0.00611, 1.15287], [-3.71198, -1.14464, 0.55567], [1.64458, -0.76056, 0.38169], [1.54139, 0.21150, -1.13367], [-0.05551, 1.05623, -0.76384], [0.78976, -1.43324, 0.34874], [2.55011, -1.36253, 0.35501], [1.61406, -0.18512, 1.30279], [-0.45016, 1.47982, -1.68649], [0.09928, 1.88381, -0.07947], [-0.71775, 0.26084, -0.43331]],
  "mulliken_charge": [-0.900, -0.064, -0.822, -0.128, -0.621, 0.283, 0.288, 0.279, 0.293, 0.246, 0.147]
}

---

Energies relative to the most stable structure are P 0.0000; Q 0.0607; R 0.0021, reported in hartree.

---

P:
{
  "formula": "C5H26N2O8",
  "method": "wB97M-V/def2-TZVPD",
  "lumo_ev": 0.157,
  "smiles": "CCCNC(=O)CN.O.O.O.O.O.O.O",
  "homo_lumo_gap_ev": 10.07,
  "species": ["C", "C", "C", "N", "C", "O", "C", "N", "H", "H", "H", "H", "H", "H", "H", "H", "H", "H", "H", "H", "O", "H", "H", "O", "H", "H", "O", "H", "H", "O", "H", "H", "O", "H", "H", "O", "H", "H", "O", "H", "H"],
  "coordinates": [[0.80189, -3.04650, -1.28362], [-0.23763, -2.19963, -0.64082], [-0.34083, -0.89373, -1.52467], [-1.20522, 0.16098, -0.91887], [-0.74391, 1.32093, -0.41508], [-1.47786, 2.05653, 0.24562], [0.65632, 1.88597, -0.62466], [1.27604, 2.69843, 0.41098], [0.56036, -3.31208, -2.36308], [1.89577, -2.63506, -1.15244], [0.74245, -3.90777, -0.73102], [-0.02527, -2.00390, 0.55632], [-1.09948, -2.78871, -0.53500], [0.63276, -0.47045, -1.76004], [-0.86775, -1.28757, -2.51382], [-2.07736, -0.19250, -0.44985], [1.54176, 1.16355, -0.88274], [0.45240, 2.58494, -1.58807], [1.28516, 3.60045, 0.28922], [0.77110, 2.48267, 1.25808], [-2.31812, 0.89350, 2.78656], [-2.76259, 1.34793, 2.09365], [-1.37709, 0.82131, 2.50353], [0.68898, 0.56594, 3.55086], [1.36336, 0.32923, 4.18797], [0.48472, -0.36031, 3.09150], [-2.36370, -1.56073, 1.70739], [-1.34346, -1.70342, 1.86127], [-2.54974, -0.77732, 2.16414], [3.29715, -0.29023, 3.19784], [3.30403, 0.44421, 2.76342], [3.35575, -0.97705, 2.45315], [3.64075, 1.06326, 0.83481], [4.16582, 1.77998, 1.21656], [2.84627, 1.41091, 0.41746], [-3.44700, -0.93975, -2.66712], [-2.85037, -0.99887, -3.40210], [-3.76314, -1.82905, -2.55553], [-0.59130, 1.86053, -4.05178], [-0.81167, 1.88636, -3.17015], [-1.50934, 1.81703, -4.35986]],
  "mulliken_charge": [-1.374, 0.143, -0.595, 0.230, 0.073, -0.683, -0.005, -0.464, 0.308, 0.247, 0.494, -0.163, 0.471, 0.342, 0.029, 0.319, 0.139, 0.199, 0.208, 0.166, -0.714, 0.379, 0.268, -0.642, 0.288, 0.324, -0.683, 0.275, 0.454, -0.602, 0.377, 0.291, -0.792, 0.272, 0.435, -0.617, 0.307, 0.313, -0.595, 0.260, 0.320]
}

---

Q:
{
  "formula": "C5H26N2O8",
  "method": "wB97M-V/def2-TZVPD",
  "lumo_ev": 0.173,
  "smiles": "CC(C)CNC(N)=O.O.O.O.O.O.O.O",
  "homo_lumo_gap_ev": 10.04,
  "species": ["C", "C", "C", "C", "N", "C", "N", "O", "H", "H", "H", "H", "H", "H", "H", "H", "H", "H", "H", "H", "O", "H", "H", "O", "H", "H", "O", "H", "H", "O", "H", "H", "O", "H", "H", "O", "H", "H", "O", "H", "H"],
  "coordinates": [[-2.06699, 1.98399, 0.85324], [-0.57531, 2.07804, 0.55506], [0.04610, 3.47671, 0.75619], [-0.27928, 1.62373, -0.86811], [-0.09754, 0.20257, -1.09169], [1.14295, -0.30815, -1.41095], [1.26562, -1.66652, -1.13506], [2.07646, 0.34942, -1.84223], [-2.64790, 2.61022, 0.18171], [-2.26538, 2.33248, 1.85709], [-2.36545, 0.95082, 0.66190], [-0.00651, 1.48677, 1.28320], [-0.21316, 3.84610, 1.75160], [-0.37555, 4.14498, 0.00604], [1.12035, 3.39268, 0.78179], [-1.01564, 2.03932, -1.55684], [0.63610, 2.05763, -1.22105], [-0.51713, -0.42338, -0.45433], [0.39430, -2.16546, -1.30677], [2.09073, -2.05724, -1.54147], [1.16214, -1.63514, 2.40065], [1.87858, -2.28582, 2.37861], [1.14570, -1.41666, 1.44001], [3.26520, 2.59352, 1.26768], [3.22994, 2.35437, 0.32534], [3.07760, 1.72746, 1.66348], [-1.76745, -0.76243, -3.58070], [-1.20950, -0.15933, -3.05586], [-1.07553, -1.26632, -4.03624], [-1.39766, -2.62988, -0.43220], [-2.20998, -2.80750, -0.94727], [-1.64226, -2.55730, 0.51314], [-1.62461, -1.90778, 2.15182], [-2.21017, -2.00090, 2.91093], [-0.73968, -2.19502, 2.47979], [-3.75536, -2.24666, -2.20320], [-3.13292, -1.57594, -2.52520], [-4.45166, -1.75651, -1.75398], [3.12693, 0.26893, 3.21658], [2.50360, -0.33082, 3.62437], [3.14922, 1.04240, 3.80299]],
  "mulliken_charge": [-1.564, 1.323, -1.607, -1.343, 0.354, 0.525, -0.356, -0.682, 0.367, 0.411, 0.327, 0.034, 0.408, 0.357, 0.404, 0.258, 0.526, 0.056, 0.140, 0.263, -0.750, 0.310, 0.360, -0.672, 0.350, 0.319, -0.769, 0.308, 0.301, -0.622, 0.364, 0.308, -0.627, 0.261, 0.345, -0.682, 0.390, 0.326, -0.645, 0.313, 0.310]
}

---

Energies relative to the most stable structure are P 0.1596; Q 0.0000, reported in hartree.

---

P:
{
  "formula": "C2H8NO2",
  "method": "wB97M-V/def2-TZVPD",
  "lumo_ev": 4.240,
  "charge": -1,
  "homo_lumo_gap_ev": 8.03,
  "species": ["C", "O", "C", "N", "H", "H", "H", "H", "H", "H", "H", "H", "O"],
  "coordinates": [[0.75151, 0.49890, 0.42040], [0.16603, -0.61047, -0.42420], [-0.02605, 1.77655, 0.36791], [-1.43276, 1.63051, 0.97303], [1.60800, 0.76136, -0.16555], [0.71281, 0.24571, 1.50804], [-0.23472, 2.08847, -0.66344], [0.37236, 2.78994, 0.75725], [-1.47563, 0.62892, 1.18009], [-2.24729, 1.84466, 0.37903], [0.48505, -1.68263, -0.75168], [-0.11756, -3.45919, -1.55017], [0.65566, -2.92496, -1.10513]],
  "mulliken_charge": [-0.558, -0.638, -0.331, -0.687, 0.296, 0.303, 0.253, 0.252, 0.278, 0.210, 0.396, 0.162, -0.937]
}

---

Q:
{
  "formula": "C2H8NO2",
  "method": "wB97M-V/def2-TZVPD",
  "lumo_ev": 4.527,
  "charge": -1,
  "homo_lumo_gap_ev": 7.64,
  "species": ["C", "O", "C", "N", "H", "H", "H", "H", "H", "H", "H", "H", "O"],
  "coordinates": [[-0.69152, 0.78861, -0.25263], [-0.35049, 0.00090, -1.30617], [-1.29174, 0.15078, 0.97981], [-0.37370, -0.83046, 1.71519], [-1.49538, 1.49698, -0.52142], [0.28891, 1.28526, 0.16609], [-2.23672, -0.35494, 0.70414], [-1.58889, 1.02147, 1.62732], [0.28964, -0.30442, 2.31681], [0.04611, -1.39766, 0.99054], [1.23213, -0.16395, -1.26825], [2.77127, -0.86954, -1.29683], [2.27064, -0.06949, -1.06306]],
  "mulliken_charge": [-0.348, -0.883, -0.527, -0.643, 0.236, 0.120, 0.282, 0.287, 0.251, 0.273, 0.459, 0.240, -0.747]
}

---

R:
{
  "formula": "C2H8NO2",
  "method": "wB97M-V/def2-TZVPD",
  "lumo_ev": 4.354,
  "charge": -1,
  "homo_lumo_gap_ev": 7.52,
  "species": ["C", "O", "H", "H", "H", "N", "C", "O", "H", "H", "H", "H", "H"],
  "coordinates": [[1.25483, -2.32801, -0.32118], [0.55879, -1.44122, -1.13674], [0.60680, -2.78592, 0.45819], [1.63351, -3.12378, -0.96733], [2.06648, -1.83908, 0.24420], [-0.96152, 2.52590, -0.18435], [-0.86130, 1.42498, 0.80796], [-0.75220, 0.20264, 0.31216], [-0.10940, 2.56273, -0.72635], [-1.71182, 2.29868, -0.82296], [0.00630, 1.72477, 1.45191], [-1.76807, 1.56958, 1.43903], [0.03760, -0.79127, -0.55456]],
  "mulliken_charge": [-0.546, -0.590, 0.208, 0.201, 0.203, -0.690, -0.487, -0.851, 0.242, 0.258, 0.297, 0.255, 0.500]
}

---

Energies relative to the most stable structure are P 0.0504; Q 0.0021; R 0.0000, reported in hartree.